No. 1
C74H46ClFO12S | wB97M-V/def2-TZVPD

Positions of all 135 atoms, in Å:
1 O 1.4279 7.4656 -0.5749
2 C 6.3204 3.3296 7.6948
3 C -4.2904 3.3649 -7.0996
4 O 5.4516 1.2788 8.4356
5 C -3.5298 5.7015 -3.5678
6 C 1.2028 -10.4947 -3.8935
7 C -4.0561 5.5860 -6.0048
8 C -0.0193 -3.5407 3.4008
9 C 0.3114 3.2445 1.3235
10 C 0.9222 -3.5053 2.1361
11 C 3.6724 4.8576 0.4823
12 C -3.7595 6.3574 -4.7763
13 C 7.2561 5.3706 6.8031
14 C -2.9257 -9.8007 -4.8820
15 H 0.1539 -0.0028 0.9534
16 H 2.7735 -11.9403 -3.6450
17 C 5.2540 2.5972 5.0921
18 C -1.4746 4.7575 0.7492
19 Cl -3.2086 -4.0370 -3.5248
20 H 7.0231 5.2322 0.0718
21 H -4.5195 3.8684 -8.0334
22 O -3.3470 3.6495 -2.4422
23 C -3.5350 4.2230 -3.5024
24 H 0.6381 2.2862 1.7150
25 C 6.0291 3.8452 5.2692
26 H 4.8400 2.9765 3.0100
27 C 7.4639 4.8739 9.1541
28 S -3.1407 -2.5464 -2.0569
29 C -1.6184 -2.6961 -0.9664
30 H 4.2178 -0.1555 6.8017
31 C -0.4509 -12.6777 -4.4098
32 C -1.7526 0.2417 3.3067
33 O -4.3015 6.1598 -7.0522
34 O 3.0638 2.8314 1.5066
35 C 1.8400 -2.0763 -0.0789
36 C 5.6028 2.0490 7.5020
37 C -3.7126 7.7517 -4.8294
38 H 7.8098 5.1487 10.1455
39 H -4.3596 -6.2071 -5.0347
40 C 1.0249 -2.4759 -1.4105
41 C -2.6346 -7.4179 -4.6114
42 C 0.9453 -2.2001 1.2685
43 H 2.3068 -1.0333 -0.1922
44 H 6.5880 3.0282 9.8136
45 H -3.8873 0.2379 -5.8373
46 H -0.8850 6.6503 -0.0744
47 H 3.5632 0.8865 2.6933
48 C 1.2479 4.1861 0.8966
49 H -0.4335 -0.7112 -1.0525
50 H 6.2575 7.3509 -0.9637
51 H -2.5353 4.9817 0.6956
52 H -1.7719 2.7914 1.5694
53 H -4.8816 -10.4341 -5.5338
54 H -1.0903 -13.5319 -4.6090
55 C -0.4315 -1.7671 -1.5173
56 C 0.1036 -0.9187 1.6249
57 C -0.5446 5.6963 0.3159
58 O -3.1420 -1.1579 -2.6805
59 C 4.1761 6.9559 -0.6020
60 H -5.7875 -8.1395 -5.6459
61 C -3.9565 -7.2140 -4.9950
62 H -3.4063 9.5675 -3.7208
63 C -0.8061 -0.9925 2.8714
64 H -1.2606 -3.7948 -0.9935
65 C 5.0668 1.7216 6.1623
66 C 6.7744 3.6810 8.9666
67 H 1.6131 -2.1436 -2.3502
68 H 5.3778 3.6364 0.9886
69 O 6.2315 4.5888 4.3237
70 C -4.2395 1.9755 -7.0588
71 C 0.8194 5.4081 0.3779
72 H 1.2976 -13.8834 -4.0864
73 H -3.4795 1.5408 -3.7801
74 H -3.8782 8.2697 -5.7689
75 H 7.4483 6.0317 5.9640
76 C -3.4476 8.4839 -3.6762
77 O -3.1207 -12.1349 -5.0260
78 H 3.8485 7.8879 -1.0520
79 H -4.7256 -3.0350 5.7559
80 C 7.7128 5.7138 8.0708
81 H 3.2662 -0.6883 4.5855
82 C -0.8816 -2.2974 3.7558
83 C 4.7096 2.2953 3.8429
84 H 1.5466 -4.4337 1.8855
85 O -4.3977 -2.7104 -1.2179
86 H -3.0378 8.3989 -1.5643
87 C -0.6940 -8.9157 -4.1968
88 C 5.5335 6.6548 -0.5522
89 C -6.0303 -1.3288 4.7496
90 H -7.0600 -1.7343 5.0683
91 C 4.3574 0.5345 5.9753
92 H 8.2590 6.6404 8.2163
93 C -4.5287 0.5413 3.3981
94 C 0.8935 -12.8765 -4.1158
95 C -4.0416 4.1060 -5.9434
96 C -3.9391 1.3216 -5.8655
97 C -3.2310 -0.2029 3.7822
98 H -1.9246 -2.4856 0.1166
99 C 6.5484 4.1823 6.6146
100 C 1.7220 -11.7849 -3.8650
101 C -3.7079 2.0564 -4.7079
102 C 1.8009 6.3957 -0.1246
103 C -3.7648 3.4504 -4.7431
104 H 0.8322 -3.6101 -1.4894
105 C 3.9902 1.1171 3.6629
106 C -5.9128 -0.0216 3.8860
107 C 3.2423 6.0600 -0.0798
108 H -4.4289 1.4009 -7.9600
109 C -4.6946 -2.0630 5.1407
110 H -2.0115 -6.5675 -4.3531
111 C 5.9636 5.4632 0.0269
112 H -0.6206 -1.6346 -2.6518
113 C -3.2377 7.8273 -2.4652
114 O 0.0156 -7.9642 -3.9162
115 C -4.7603 -8.3001 -5.3347
116 C -3.3098 -1.5108 4.6633
117 H 2.7363 -2.7929 0.0815
118 O -1.6508 -2.7221 6.1350
119 C 5.0362 4.5652 0.5432
120 C -2.1135 -8.7117 -4.5653
121 C -1.9122 -2.2493 5.0003
122 C 3.8211 0.2340 4.7277
123 C -4.2487 -9.5917 -5.2729
124 H -0.0668 -4.5086 4.0247
125 C -1.0470 3.5280 1.2441
126 O -1.3807 1.4455 3.2412
127 H -3.1095 5.9320 -1.4658
128 C -0.1475 -10.2913 -4.1827
129 C -0.9719 -11.3834 -4.4533
130 F -7.1517 0.6165 3.5762
131 H -4.4594 1.4710 2.7479
132 C -2.3959 -11.1805 -4.8021
133 C 2.6907 3.8797 1.0023
134 H 1.8535 -9.6490 -3.6940
135 C -3.2785 6.4387 -2.4106

Values from the calculation:
LUMO energy: -1.555 eV
SMILES string: O=C1c2ccc(F)cc2C(=O)c2cc(CCCCS(=O)(=O)Cl)ccc21.O=C1c2ccccc2C(=O)c2ccccc21.O=C1c2ccccc2C(=O)c2ccccc21.O=C1c2ccccc2C(=O)c2ccccc21.O=C1c2ccccc2C(=O)c2ccccc21
E_HOMO: -9.34 eV
gap between HOMO and LUMO: 7.784 eV
charge: 0


No. 2
C34H38N4O3P2PdS | wB97M-V/def2-TZVPD

Positions of all 83 atoms, in Å:
1 O 5.6477 0.5670 3.9296
2 C -3.7074 -0.7609 -2.2853
3 H 4.0713 1.7200 -2.5111
4 C 3.1794 -3.8302 2.7726
5 H -3.8141 4.9589 -0.7886
6 C 1.9176 -4.2618 2.3614
7 C 2.1206 -0.9239 -1.6973
8 S 5.1429 0.9606 2.6400
9 C 3.5067 -1.4431 -3.5909
10 C 3.3463 0.9221 2.8414
11 H 4.8154 0.1241 -4.2404
12 H -1.8280 5.3151 -2.0422
13 C 3.1059 -2.0228 1.1936
14 C 4.0498 -0.1656 -3.5333
15 P -1.5613 -1.4643 -0.6798
16 H 0.8395 3.6018 -0.1314
17 C 2.6982 0.3333 3.9213
18 H 0.2935 5.8426 -1.1137
19 H -1.0914 -0.4235 3.2149
20 H 0.8199 -0.2477 4.7941
21 C -3.4564 0.3406 -4.4069
22 H 3.6159 -1.1688 0.7640
23 H -1.1084 3.1673 1.1404
24 C 2.6553 0.3596 -1.6530
25 C -4.2772 -2.7440 2.0275
26 C -2.3198 -0.7787 -2.1441
27 C -2.4889 3.2726 -0.3709
28 H -1.4421 0.7330 -5.0448
29 H -3.0160 -1.0269 1.7599
30 H -0.3979 5.6584 0.5089
31 H -2.7382 -4.0694 -1.2706
32 N -0.2404 -2.4028 -1.1372
33 H 3.3040 -0.0342 4.7413
34 N -1.1547 2.9865 0.1416
35 C -1.4993 -0.2236 -3.1313
36 H -2.0090 6.5482 -0.9811
37 P 1.0037 -1.5115 -0.4398
38 H -2.5392 2.9163 -1.4056
39 C 3.7676 -2.7144 2.1972
40 C -2.0719 0.3281 -4.2637
41 C 2.5495 -1.8304 -2.6693
42 H -3.9006 0.7597 -5.3003
43 C 2.5972 1.4079 1.7895
44 C -4.1024 -4.4500 0.3320
45 H -5.3973 -4.5682 2.0352
46 H 0.6916 1.6859 0.9023
47 H 4.7444 -2.3559 2.5006
48 C 1.2104 1.2842 1.7924
49 Pd -0.3538 -0.0620 0.5647
50 H -4.4079 -5.4088 -0.0642
51 H -4.7175 -2.3808 2.9462
52 H 0.2507 -3.8958 1.0654
53 C -3.1570 -3.6959 -0.3432
54 H -2.8708 5.1292 0.7040
55 O 5.3077 -0.0317 1.5792
56 C 3.6277 0.7352 -2.5666
57 H 3.8448 -2.1439 -4.3418
58 C -4.6596 -3.9741 1.5128
59 H 3.7051 -4.3739 3.5465
60 C 1.3132 0.2210 3.9507
61 H 2.3366 1.0548 -0.8921
62 H -3.2358 2.7125 0.1905
63 C 0.5620 0.6887 2.8845
64 H -0.1961 -3.2623 -1.6681
65 O 5.3855 2.3189 2.2147
66 H -0.4205 -0.2444 -3.0227
67 H 3.1248 1.8833 0.9727
68 H 1.4707 -5.1380 2.8112
69 C -0.1490 3.7775 -0.5584
70 H -5.3456 -0.1980 -3.5481
71 C -3.3236 -1.9865 1.3626
72 H 2.1564 -2.8404 -2.7003
73 N -0.8628 0.4637 2.7728
74 C -2.8539 4.7527 -0.3186
75 C 1.2374 -3.5721 1.3750
76 C -0.4158 5.2772 -0.5119
77 H -0.1138 3.4384 -1.5988
78 H -4.3413 -1.2000 -1.5257
79 H -1.4420 1.1515 3.2447
80 C -4.2712 -0.1977 -3.4230
81 C -2.7637 -2.4634 0.1782
82 C 1.8474 -2.4564 0.7852
83 N -1.8004 5.5502 -1.0470

Values from the calculation:
LUMO energy: -6.571 eV
E_HOMO: -12.09 eV
gap between HOMO and LUMO: 5.517 eV
charge: +2
relative energy (zero: lowest compared OMol25 entry of this formula, charge and spin): 0.000 eV


No. 3
C2H3ClFNO2 | wB97M-V/def2-TZVPD

Positions of all 10 atoms, in Å:
1 H 0.1761 -0.6398 2.3993
2 Cl 2.1135 0.0975 -0.7049
3 O -2.1070 0.0217 -0.1832
4 O -0.8761 0.5502 -1.9385
5 H -0.8099 0.7333 -2.8914
6 H 1.0792 -1.8192 1.6547
7 N -2.0960 0.4123 -1.3072
8 C 0.8016 -0.8402 1.5271
9 F 0.6364 1.3417 0.8386
10 C 1.0822 0.1425 0.6056

Values from the calculation:
LUMO energy: 0.246 eV
SMILES string: C=C(F)Cl.O=NO
E_HOMO: -9.28 eV
gap between HOMO and LUMO: 9.523 eV
charge: 0
relative energy (zero: lowest compared OMol25 entry of this formula, charge and spin): 3.050 eV


No. 4
C6H10O | wB97M-V/def2-TZVPD

Positions of all 17 atoms, in Å:
1 C -1.2654 -0.3634 0.0565
2 H -0.7727 -2.5131 0.0090
3 H 1.6763 2.6294 -0.2621
4 H -0.7648 0.5831 -0.1326
5 C 1.1019 -1.4159 0.3610
6 H 1.5094 -1.5247 -0.6518
7 H -2.0801 -1.4343 1.8414
8 H 1.3996 -0.4296 0.7384
9 H -2.1729 -0.5143 -0.5215
10 C 0.2135 2.9387 -1.6944
11 H 1.5762 -2.1725 0.9968
12 C 1.1337 2.2128 -1.1005
13 C -1.2102 -0.9096 1.4568
14 O -0.6003 3.5890 -2.2193
15 C -0.4026 -1.5534 0.3664
16 H 1.3318 1.2063 -1.4473
17 H -0.6734 -0.3285 2.2033

Values from the calculation:
LUMO energy: 0.867 eV
SMILES string: CC1CC1.C=C=O
E_HOMO: -9.39 eV
gap between HOMO and LUMO: 10.259 eV
charge: 0
relative energy (zero: lowest compared OMol25 entry of this formula, charge and spin): 1.534 eV


No. 5
C15H18N6O | wB97M-V/def2-TZVPD

Positions of all 40 atoms, in Å:
1 C 3.3963 0.7973 -1.4144
2 N -2.0227 3.3042 -0.0549
3 C 2.6152 -0.4336 -0.9355
4 H -3.8518 2.6801 -0.8902
5 H 0.9342 1.4299 1.5675
6 H 1.5222 -0.5480 3.0628
7 H 4.6460 -2.0865 -0.8591
8 H -2.0895 -3.2760 0.3925
9 C 2.9907 -0.3964 1.4925
10 H 6.3874 -0.3408 -0.8629
11 H -4.8744 0.4875 -1.1991
12 H 2.6112 -1.1788 -1.7370
13 H 5.1080 -1.7444 0.8212
14 C -3.0299 -0.0984 -0.2804
15 C -2.2185 -1.1612 0.1826
16 C 1.5413 -0.5671 1.9665
17 O 4.7455 0.4748 -1.6843
18 C -4.2725 -0.3399 -0.8543
19 H 2.9834 1.1761 -2.3503
20 C -4.7241 -1.6366 -0.9763
21 H 3.2313 0.6798 1.4802
22 H 5.4257 0.6613 0.2568
23 C -1.2777 1.3718 0.4564
24 H -4.3031 -3.7072 -0.6294
25 C 4.6223 -1.3334 -0.0654
26 C 5.3732 -0.0863 -0.5510
27 H 1.5862 -0.1625 -0.7096
28 C -2.9226 2.4348 -0.4217
29 H -5.6887 -1.8282 -1.4203
30 N 3.2234 -1.0651 0.2264
31 C -0.5289 0.2276 0.9045
32 N -0.9952 2.6542 0.4924
33 C -2.7083 -2.4665 0.0405
34 H 3.6446 -0.8737 2.2261
35 N -0.9965 -0.9818 0.7605
36 N -2.5084 1.1741 -0.1233
37 N 0.6708 0.4618 1.4590
38 H 3.3491 1.5977 -0.6591
39 C -3.9389 -2.6959 -0.5283
40 H 1.1451 -1.5222 1.6199

Values from the calculation:
LUMO energy: 0.407 eV
SMILES string: c1ccc2c(c1)nc(NCCN1CCOCC1)c1nncn12
E_HOMO: -8.11 eV
gap between HOMO and LUMO: 8.516 eV
charge: 0
relative energy (zero: lowest compared OMol25 entry of this formula, charge and spin): 1.900 eV


No. 6
C50H40Cl2N5OP2RuS2 | wB97M-V/def2-TZVPD

Positions of all 103 atoms, in Å:
1 C 1.8326 3.8375 0.7208
2 S 0.7616 0.0447 -1.9557
3 C 3.8189 -0.8278 0.5418
4 N -0.7353 -2.3611 1.0136
5 C -0.6420 -4.6657 -1.8884
6 C 1.2664 -1.4174 3.6374
7 C 1.6225 -3.1668 -2.1122
8 P -0.4802 2.4822 -0.1811
9 H -6.6121 -1.3251 -1.6419
10 C -3.1957 2.7738 -0.5597
11 H -1.5440 -5.2474 -1.7708
12 H -2.7926 -3.8995 1.4017
13 C -3.2681 5.5273 -0.2679
14 C 0.3086 2.8107 -1.8013
15 H -0.0291 4.9289 -1.7959
16 C 2.5604 -0.8246 -0.0657
17 P 1.0895 -1.6842 0.7625
18 C 1.3266 -0.8042 2.3880
19 C 0.7840 1.7496 -2.5565
20 C -5.8485 -0.1428 -3.2740
21 C 1.7483 -5.4422 2.4031
22 C -4.7275 0.4754 -3.8110
23 C 2.5481 4.5882 1.6462
24 C 1.4991 -0.6939 4.8005
25 H -4.7894 1.0407 -4.7306
26 H 3.5951 -3.1714 -0.0734
27 C 1.9446 5.0009 2.8246
28 C 0.8199 4.2851 -3.6478
29 C 0.6320 4.6307 3.0933
30 H 3.9553 -1.3672 1.4706
31 Ru -0.6997 -0.1247 -0.1838
32 H 2.1197 -4.3420 -3.8195
33 N 0.7736 -2.8813 -1.1259
34 H 0.2611 -3.9266 2.5176
35 H -1.8944 -5.2828 0.7671
36 C 1.2116 -4.2017 2.0821
37 H 3.5752 4.8580 1.4362
38 H -5.3695 5.3642 -0.6751
39 H -6.8012 -0.0689 -3.7802
40 N -2.1667 -0.4632 -1.3427
41 C -3.3455 -0.3561 -1.9601
42 C -4.3964 3.4532 -0.7093
43 C 4.7192 0.5769 -1.1873
44 H 0.0100 -5.7089 -3.6226
45 C -1.8173 -1.2598 2.7026
46 C 0.5105 3.4833 0.9744
47 H 5.8441 -0.1480 0.4948
48 H -2.4682 -2.1808 4.3817
49 H 3.3340 1.1976 -2.6928
50 H 4.5349 -5.3217 0.5067
51 C -2.2584 -4.2761 0.5366
52 H -1.1723 5.4041 0.1264
53 C 1.4063 -4.1698 -3.0272
54 C -0.3437 -3.6331 -0.9649
55 N -1.2987 -2.3760 2.2923
56 C 1.8732 -3.3294 1.2162
57 H -3.2941 6.6019 -0.1390
58 H 2.5091 -2.5478 -2.1770
59 C 4.8839 -0.1362 -0.0050
60 H 2.4969 5.5998 3.5372
61 C -5.7468 -0.8502 -2.0832
62 C 3.4765 0.6204 -1.7900
63 H 1.0327 -2.4662 3.7262
64 H 5.5512 1.1140 -1.6237
65 C -3.5128 0.3774 -3.1648
66 C 3.0705 -3.7733 0.6529
67 H -5.3005 2.8978 -0.9252
68 H -1.0912 3.5599 2.4096
69 C -1.1186 -3.3771 0.1816
70 C 0.2284 -4.9226 -2.9111
71 N -2.3125 -1.2693 3.9821
72 C 2.9512 -5.8537 1.8555
73 H 1.5234 1.0599 -4.4359
74 H 2.3100 3.5340 -0.2033
75 H 0.8293 5.2811 -4.0710
76 C 0.3447 4.0870 -2.3638
77 H 1.4311 -1.1962 5.7574
78 H 1.5919 3.3467 -5.4201
79 Cl -2.1426 1.1896 -3.8328
80 C 1.2303 1.9284 -3.8611
81 H 2.1641 2.3209 3.4245
82 C -2.0679 4.8492 -0.1260
83 C -4.5286 -0.9504 -1.4440
84 Cl -4.4392 -1.8052 0.0545
85 H -2.9708 -0.5475 4.2164
86 C 1.2518 3.2009 -4.4031
87 S -1.9060 0.2539 1.8656
88 O 0.7758 -0.7526 -3.1927
89 C 2.4048 -0.0554 -1.2094
90 H 3.3670 -6.8216 2.1041
91 C 1.8237 0.6511 4.7389
92 C -0.0748 3.8622 2.1841
93 C -2.0191 3.4643 -0.2890
94 C 1.9050 1.2733 3.5003
95 H 1.2093 -6.0897 3.0836
96 H 0.1615 4.9310 4.0207
97 H 1.7048 1.0678 1.3974
98 H -3.1701 1.6961 -0.6359
99 H 2.0171 1.2102 5.6459
100 C 3.6060 -5.0123 0.9692
101 C 1.6457 0.5533 2.3488
102 C -4.4333 4.8315 -0.5679
103 H -2.9592 -4.3572 -0.2954

Values from the calculation:
LUMO energy (spin up / spin down): 0.315 / -1.132 eV
⟨S²⟩: 8.83
E_HOMO (spin up / spin down): -5.42 / -7.35 eV
2S+1: 6
gap between HOMO and LUMO (spin up / spin down): 5.732 / 6.214 eV
charge: 0
relative energy (zero: lowest compared OMol25 entry of this formula, charge and spin): 1.730 eV


No. 7
C4H10GdIInNOS | wB97M-V/def2-TZVPD

Positions of all 20 atoms, in Å:
1 S -2.6895 -2.0977 -0.7590
2 H 0.0407 -1.9354 1.4853
3 In -0.8068 -0.8798 0.3876
4 C 2.5526 0.2553 0.4896
5 C -1.6187 0.9222 1.3754
6 C -2.1454 1.7960 0.3328
7 I -3.7447 0.8016 -0.8707
8 H -3.5061 -2.3312 0.2697
9 H 2.3881 -1.3540 -0.8071
10 H 2.5590 1.3221 0.3865
11 C 0.7090 -0.1364 -1.1531
12 N 2.1433 -0.3530 -0.7773
13 Gd 2.5470 -1.0823 -2.8205
14 H 0.5578 0.8993 -1.3957
15 H 0.5024 -0.7038 -2.0853
16 O -1.7775 2.8735 -0.0166
17 H -0.7941 1.4336 1.8288
18 H 1.8997 -0.0369 1.2911
19 H 3.5448 -0.0629 0.7329
20 H -2.3618 0.6699 2.1057

Values from the calculation:
LUMO energy (spin up / spin down): -9.608 / -8.616 eV
⟨S²⟩: 16.79
E_HOMO (spin up / spin down): -15.05 / -15.51 eV
2S+1: 8
gap between HOMO and LUMO (spin up / spin down): 5.437 / 6.890 eV
charge: +2


No. 8
C16H20NO3P | wB97M-V/def2-TZVPD

Positions of all 41 atoms, in Å:
1 H -3.2431 -3.2639 -0.7885
2 O 1.2921 -0.5352 -0.5768
3 H -2.4060 2.5242 -0.6943
4 C 0.4931 -0.4036 2.0668
5 H -3.2039 -3.0272 0.9630
6 H 5.3676 -2.0399 -1.8702
7 H -4.7356 3.0982 -0.5887
8 H -5.8980 1.9030 0.0042
9 C -1.6444 0.5564 -0.3881
10 O 2.4562 1.5828 0.5221
11 H -0.6110 0.8612 -0.4330
12 H -0.0644 0.5047 1.8691
13 H 5.1674 1.6914 0.1825
14 H 3.4980 3.3628 0.2975
15 C 3.0160 2.7517 1.0670
16 C -5.0976 2.0805 -0.7119
17 C 2.6641 -0.4366 -0.6483
18 H 2.9007 -2.2809 -1.6607
19 C 4.7863 -1.2736 -1.3823
20 H 2.1820 3.3056 1.4956
21 H 1.4986 -0.1549 2.3946
22 C -3.6257 -2.6520 0.0294
23 H 0.0014 -0.9848 2.8418
24 O 1.3305 -2.7272 0.7842
25 C -2.6568 1.4836 -0.5462
26 C -3.9869 1.0909 -0.5236
27 C 5.4030 -0.1533 -0.8617
28 H -5.5192 1.9871 -1.7131
29 P 0.6248 -1.4621 0.5744
30 N -0.9049 -1.7056 -0.0350
31 H -5.3035 -0.5768 -0.3272
32 H 6.4729 -0.0342 -0.9436
33 H 3.7408 2.5222 1.8552
34 C 3.2858 0.6967 -0.1019
35 H -4.7048 -2.7769 0.0686
36 H -1.1632 -2.6800 -0.0145
37 C -3.2755 -1.2062 -0.1740
38 C -4.2705 -0.2570 -0.3421
39 C -1.9398 -0.7862 -0.1937
40 C 4.6618 0.8293 -0.2231
41 C 3.4115 -1.4141 -1.2733

Values from the calculation:
LUMO energy: 0.712 eV
SMILES string: COc1ccccc1O[P@](C)(=O)Nc1ccc(C)cc1C
E_HOMO: -8.11 eV
gap between HOMO and LUMO: 8.822 eV
charge: 0
relative energy (zero: lowest compared OMol25 entry of this formula, charge and spin): 1.439 eV


no.,calculated total energy (eV)
1,-128121.1072
2,-80856.6595
3,-22943.1763
4,-8429.7059
5,-26834.8024
6,-129868.9139
7,-52771.2455
8,-33840.3406